Entry 1:
DFT (ωB97M-V/def2-TZVPD) results for the molecule C4H6O2.

```
12
C4H6O2 | the Open Molecules 2025 dataset | ωB97M-V/def2-TZVPD
C 0.965 0.158 1.167
C -0.086 -0.121 0.153
O -0.179 -1.834 -0.112
C -0.415 0.643 -1.139
C -1.468 0.335 -0.175
O -2.625 0.243 0.069
H 0.715 1.143 1.674
H 1.837 0.233 0.631
H 1.016 -0.787 1.844
H 0.612 -1.786 -0.647
H -0.185 0.114 -2.134
H -0.186 1.660 -1.330
```

Gap between HOMO and LUMO: 9.777 eV
HOMO: -9.529 eV
Max |F|: 4.72 eV/Å
Energy above the lowest of the compared OMol25 structures with the same formula, charge and spin: 381.2 kJ/mol
Structure (SMILES): C[C@]1(O)CC1=O

---

Entry 2:
DFT (ωB97M-V/def2-TZVPD) results for the molecule C9H9NOS.

```
21
C9H9NOS | the Open Molecules 2025 dataset | ωB97M-V/def2-TZVPD
C -0.626 2.089 -0.402
C 0.465 1.466 -0.816
C -0.636 -1.428 -0.180
C 2.010 -1.773 -0.095
C -1.338 -0.627 0.673
C 2.861 -1.126 0.752
C -1.254 1.657 0.952
C 0.808 -1.008 -0.581
C 1.011 0.349 -0.112
N -0.751 0.409 1.392
O 3.348 1.251 -0.296
S 2.505 0.676 0.777
H -1.180 2.792 -0.936
H 0.773 1.699 -1.835
H -1.109 -2.229 -0.684
H 1.945 -2.819 -0.374
H -2.322 -1.011 0.980
H 3.555 -1.598 1.334
H -1.142 2.354 1.695
H -2.393 1.563 0.711
H 0.604 -1.011 -1.621
```

Gap between HOMO and LUMO (alpha / beta): 7.903 / 7.758 eV
HOMO (alpha / beta): -8.495 / -8.386 eV
Max |F|: 4.62 eV/Å
Energy above the lowest of the compared OMol25 structures with the same formula, charge and spin: 585.1 kJ/mol

---

Entry 3:
DFT (ωB97M-V/def2-TZVPD) results for the molecule C4H2ClNO2.

```
10
C4H2ClNO2 | the Open Molecules 2025 dataset | ωB97M-V/def2-TZVPD
O -1.374 2.125 -0.062
C -0.541 1.206 -0.173
O 0.785 1.312 0.127
C 1.606 0.145 0.183
N 1.159 -1.026 -0.121
C -0.183 -1.276 -0.086
C -1.019 -0.160 -0.175
Cl -2.701 -0.294 0.083
H 2.738 0.361 0.013
H -0.471 -2.392 0.209
```

Gap between HOMO and LUMO: 8.921 eV
HOMO: -9.713 eV
Max |F|: 3.88 eV/Å
Energy above the lowest of the compared OMol25 structures with the same formula, charge and spin: 131.6 kJ/mol
Structure (SMILES): O=c1ocncc1Cl

---

Entry 4:
DFT (ωB97M-V/def2-TZVPD) results for a cluster of 3 separate species, C33H29O7P2 in total.

```
71
C33H29O7P2 | the Open Molecules 2025 dataset | ωB97M-V/def2-TZVPD
C 2.317 1.975 -4.215
C 1.887 0.517 -3.985
P 2.571 -0.535 -2.628
C 4.314 -0.258 -2.326
P 5.064 1.246 -1.933
O 6.264 1.149 -1.058
O 4.058 2.411 -1.343
O 5.362 2.015 -3.339
C 1.521 -0.119 -1.139
C 0.939 1.303 -0.948
H 3.242 2.027 -4.783
H 2.454 2.525 -3.288
H 1.555 2.500 -4.803
H 2.094 -0.052 -4.894
H 0.802 0.489 -3.838
H 4.540 -0.881 -1.454
H 3.888 2.165 -0.423
H 5.532 1.291 -3.963
H 2.119 -0.396 -0.267
H 0.686 -0.823 -1.182
H -0.123 1.326 -1.201
H 1.461 2.045 -1.546
H 0.992 1.612 0.100
C -4.820 3.902 3.273
C -4.980 4.966 4.154
C -3.880 5.693 4.574
C -2.610 5.354 4.121
C -2.449 4.277 3.249
C -3.558 3.557 2.822
C -1.095 3.868 2.771
O -0.948 2.938 2.011
C 0.077 4.645 3.268
C 1.350 4.262 2.862
C 2.455 4.975 3.297
C 2.292 6.073 4.134
C 1.026 6.457 4.542
C -0.087 5.743 4.114
C -1.440 6.163 4.578
O -1.590 7.126 5.300
H -5.683 3.339 2.941
H -5.968 5.229 4.511
H -3.985 6.527 5.255
H -3.410 2.730 2.139
H 1.457 3.410 2.204
H 3.446 4.676 2.979
H 3.157 6.631 4.467
H 0.881 7.309 5.193
C 1.717 -6.339 0.637
C 1.985 -5.143 -0.019
C 1.058 -4.601 -0.894
C -0.143 -5.264 -1.122
C -0.406 -6.476 -0.476
C 0.526 -7.006 0.409
C -1.665 -7.231 -0.725
O -1.901 -8.279 -0.159
C -2.633 -6.657 -1.706
C -3.797 -7.362 -1.995
C -4.713 -6.843 -2.893
C -4.475 -5.615 -3.502
C -3.318 -4.911 -3.219
C -2.390 -5.432 -2.325
C -1.137 -4.659 -2.054
O -0.946 -3.587 -2.579
H 2.444 -6.754 1.324
H 2.921 -4.626 0.150
H 1.269 -3.669 -1.405
H 0.303 -7.940 0.905
H -3.965 -8.313 -1.508
H -5.617 -7.394 -3.120
H -5.195 -5.209 -4.201
H -3.111 -3.956 -3.684
```

Gap between HOMO and LUMO: 3.612 eV
HOMO: -3.116 eV
Total charge: -1
Max |F|: 1.34 eV/Å
Energy above the lowest of the compared OMol25 structures with the same formula, charge and spin: 12.6 kJ/mol

---

Entry 5:
DFT (ωB97M-V/def2-TZVPD) results for a structure of composition C15H44BNO18.

```
79
C15H44BNO18 | the Open Molecules 2025 dataset | ωB97M-V/def2-TZVPD
C 21.605 24.403 16.054
C 20.160 24.126 16.411
C 20.018 23.687 17.876
C 20.673 24.681 18.895
N 20.534 24.219 20.249
C 21.619 23.100 20.502
C 20.972 21.932 21.128
C 19.525 22.036 20.594
C 19.300 23.453 20.749
C 20.730 25.337 21.212
C 19.835 26.529 21.114
C 19.894 27.498 22.342
H 21.859 24.012 15.060
H 22.038 23.668 16.631
H 21.861 25.403 16.216
H 19.790 23.105 15.821
H 19.480 24.919 16.299
H 20.550 22.915 17.927
H 18.991 23.536 17.938
H 20.126 25.690 18.864
H 21.705 24.862 18.759
H 22.485 23.364 21.174
H 22.221 22.866 19.634
H 21.037 21.918 22.189
H 21.263 20.961 20.870
H 18.824 21.314 21.073
H 19.469 21.879 19.528
H 19.125 23.829 21.821
H 18.503 23.896 20.149
H 21.746 25.794 21.057
H 20.659 24.906 22.175
H 18.701 26.084 21.325
H 19.771 27.102 20.153
H 19.140 28.310 22.188
H 20.836 27.852 22.319
H 19.959 26.923 23.324
O 16.932 30.514 17.639
C 17.048 29.410 17.927
O 16.426 28.428 17.547
B 17.124 27.220 17.966
O 18.358 27.714 18.482
C 18.197 28.952 18.571
O 19.021 29.664 19.260
O 17.220 26.335 16.821
C 16.502 25.267 17.057
O 16.541 24.243 16.396
C 15.857 25.458 18.347
O 16.251 26.484 18.920
O 15.055 24.681 18.839
O 15.842 28.438 21.523
H 15.760 27.864 20.733
H 16.123 27.795 22.312
O 21.999 30.628 19.362
H 21.241 30.404 19.215
H 22.328 30.242 20.179
O 17.206 21.610 15.467
H 17.639 21.121 16.090
H 17.040 22.428 15.928
O 17.297 33.193 18.074
H 18.021 33.461 17.488
H 17.335 32.261 17.749
O 14.239 24.591 21.374
H 13.570 25.159 21.440
H 14.598 24.740 20.517
O 13.784 23.798 15.109
H 14.074 23.305 15.810
H 13.062 23.349 14.590
O 12.951 22.871 18.057
H 13.877 23.154 18.575
H 13.157 22.305 17.286
O 15.775 24.246 13.134
H 16.450 24.622 13.811
H 14.943 24.128 13.716
O 19.188 31.785 20.783
H 19.369 32.263 19.970
H 19.118 30.960 20.295
O 14.970 30.993 15.576
H 15.237 30.320 15.022
H 15.575 30.956 16.452
```

Gap between HOMO and LUMO: 9.046 eV
HOMO: -10.006 eV
Max |F|: 14.87 eV/Å
Energy above the lowest of the compared OMol25 structures with the same formula, charge and spin: 31.3 kJ/mol

---

Entry 6:
DFT (ωB97M-V/def2-TZVPD) results for a structure of composition C16H19BN6SeW.

```
44
C16H19BN6SeW | the Open Molecules 2025 dataset | ωB97M-V/def2-TZVPD
H -0.607 -0.394 2.870
N 0.807 -0.727 1.324
B 2.865 -1.429 -0.005
N 1.916 -1.552 1.222
C 2.052 -2.258 2.357
W 0.233 0.586 -0.419
H 2.869 -2.948 2.465
C 1.025 -1.908 3.217
H 0.849 -2.298 4.198
C 0.267 -0.943 2.551
H 3.806 -2.147 0.083
C -0.307 2.465 -1.268
H -1.239 2.988 -1.002
H -0.493 1.942 -2.247
H 0.454 3.241 -1.462
N 3.233 0.072 -0.119
N 2.014 -1.779 -1.271
N 2.242 1.066 -0.229
N 0.883 -1.034 -1.592
C 4.434 0.667 -0.061
C 2.183 -2.717 -2.210
H 5.338 0.061 0.030
H 3.022 -3.384 -2.143
C 4.246 2.052 -0.146
C 1.168 -2.608 -3.139
C 2.870 2.273 -0.255
C 0.354 -1.560 -2.742
H 5.015 2.815 -0.130
H 1.032 -3.218 -4.010
H 2.292 3.175 -0.346
H -0.558 -1.155 -3.148
H 0.189 2.076 0.190
Se -2.104 0.005 -0.399
C -3.019 0.551 1.216
C -3.473 1.869 1.365
C -4.101 2.247 2.552
C -4.297 1.316 3.579
C -3.863 -0.006 3.416
C -3.238 -0.398 2.230
H -3.329 2.575 0.549
H -4.446 3.271 2.676
H -4.790 1.614 4.504
H -4.016 -0.742 4.209
H -2.911 -1.430 2.079
```

Gap between HOMO and LUMO (alpha / beta): 6.124 / 4.716 eV
2S+1: 3
HOMO (alpha / beta): -14.927 / -14.903 eV
Total charge: +2
Max |F|: 6.65 eV/Å
Energy above the lowest of the compared OMol25 structures with the same formula, charge and spin: 240.8 kJ/mol

---

Entry 7:
DFT (ωB97M-V/def2-TZVPD) results for a cluster of 2 separate species, CH3O4P in total.

```
9
CH3O4P | the Open Molecules 2025 dataset | ωB97M-V/def2-TZVPD
C -1.706 -0.211 -0.590
O -1.879 0.013 0.691
O -1.359 1.013 -0.183
O 2.129 0.485 -0.241
O 0.230 -1.140 -0.488
P 0.794 -0.135 0.482
H -2.321 -0.162 -1.471
H 2.514 1.132 0.219
H 1.599 -0.996 1.581
```

Gap between HOMO and LUMO (alpha / beta): 8.245 / 6.954 eV
HOMO (alpha / beta): -8.412 / -8.155 eV
Max |F|: 5.61 eV/Å
Energy above the lowest of the compared OMol25 structures with the same formula, charge and spin: 876.5 kJ/mol

---

Entry 8:
DFT (ωB97M-V/def2-TZVPD) results for a cluster of 2 separate species, C3H10O2 in total.

```
15
C3H10O2 | the Open Molecules 2025 dataset | ωB97M-V/def2-TZVPD
C -0.118 1.975 -2.376
C -0.411 2.146 -0.887
O 0.700 1.911 -0.048
H 0.933 1.761 -2.528
H -0.625 1.099 -2.783
H -0.344 2.860 -2.956
H -1.216 1.471 -0.605
H -0.822 3.143 -0.709
H 1.441 2.421 -0.387
C 0.128 -2.845 1.060
O -0.443 -3.103 2.354
H 0.500 -1.834 0.890
H 0.922 -3.597 0.906
H -0.651 -3.096 0.328
H -0.294 -2.351 2.941
```

Gap between HOMO and LUMO: 11.000 eV
HOMO: -10.182 eV
Max |F|: 1.29 eV/Å
Energy above the lowest of the compared OMol25 structures with the same formula, charge and spin: 98.2 kJ/mol
Structure (SMILES): CCO.CO